Entry 1:
# C28H32N2O4PS2TeTl

A molecular structure, C28H32N2O4PS2TeTl (wB97M-V/def2-TZVPD, the OMol25 dataset).

Positions of all 71 atoms, in Å:
Tl: -1.083 -2.046 0.483
O: -3.305 3.886 -3.212
C: -4.278 2.918 -2.856
C: -3.586 1.825 -2.087
C: -4.003 0.505 -2.179
C: -3.305 -0.456 -1.477
N: -2.247 -0.171 -0.718
C: -1.840 1.097 -0.609
C: -2.496 2.117 -1.283
C: -0.618 1.363 0.217
C: -0.247 2.657 0.544
C: 0.905 2.871 1.283
C: 1.387 4.260 1.597
O: 0.353 5.182 1.312
C: 1.635 1.764 1.686
C: 1.198 0.506 1.320
N: 0.097 0.302 0.595
H: -3.739 4.612 -3.670
H: -4.766 2.491 -3.735
H: -5.055 3.357 -2.221
H: -4.847 0.221 -2.795
H: -3.592 -1.500 -1.538
H: -2.146 3.135 -1.229
H: -0.842 3.508 0.252
H: 2.272 4.454 0.982
H: 1.695 4.307 2.645
H: 0.651 6.068 1.537
H: 2.532 1.867 2.284
H: 1.743 -0.380 1.622
C: -2.022 -4.179 6.429
C: -2.272 -3.203 5.309
O: -1.218 -3.369 4.317
P: -0.584 -2.107 3.607
S: 0.793 -2.844 2.374
S: -1.981 -0.946 2.793
O: 0.054 -1.223 4.758
C: 1.238 -1.675 5.473
C: 2.409 -0.801 5.102
H: -2.787 -4.060 7.197
H: -1.046 -4.006 6.881
H: -2.056 -5.205 6.062
H: -2.279 -2.173 5.669
H: -3.216 -3.395 4.802
H: 1.430 -2.724 5.238
H: 0.997 -1.597 6.531
H: 2.707 -0.977 4.067
H: 3.259 -1.026 5.749
H: 2.148 0.250 5.225
Te: 1.406 -1.700 -1.602
C: 2.065 -2.515 -3.417
C: 3.426 -2.761 -3.561
C: 3.911 -3.190 -4.791
C: 3.043 -3.375 -5.856
C: 1.682 -3.147 -5.698
C: 1.186 -2.717 -4.475
C: 1.208 0.255 -2.351
C: 2.204 1.185 -2.069
C: 2.066 2.493 -2.519
C: 0.937 2.870 -3.237
C: -0.047 1.936 -3.530
C: 0.086 0.625 -3.087
H: 4.104 -2.620 -2.729
H: 4.970 -3.377 -4.912
H: 3.427 -3.700 -6.815
H: 1.004 -3.306 -6.526
H: 0.124 -2.546 -4.353
H: 3.085 0.895 -1.510
H: 2.846 3.216 -2.313
H: 0.826 3.893 -3.573
H: -0.924 2.228 -4.094
H: -0.684 -0.103 -3.318

Cartesian forces, eV/Å:
0.24 0.40 0.12
-0.07 -0.02 -0.03
0.07 0.02 0.06
0.02 0.05 -0.04
-0.05 -0.04 0.00
0.08 0.01 0.04
-0.14 -0.03 -0.03
0.15 -0.02 0.10
-0.03 0.08 0.00
-0.21 -0.08 -0.19
-0.01 0.08 0.05
0.03 0.02 -0.07
-0.14 0.00 -0.01
0.07 -0.01 0.03
0.07 -0.07 0.01
-0.03 0.02 -0.02
0.07 -0.10 0.09
0.01 0.00 0.03
0.01 -0.01 -0.05
-0.03 0.01 0.01
0.04 0.00 0.00
0.00 0.00 0.03
0.02 -0.01 -0.03
0.01 -0.01 -0.01
0.03 0.02 -0.01
-0.02 0.00 0.04
0.00 -0.01 -0.01
0.00 0.01 -0.04
-0.03 -0.02 0.00
0.01 -0.05 0.02
0.04 -0.02 -0.06
-0.07 -0.13 0.17
-0.05 -0.02 0.37
0.12 -0.14 -0.36
-0.33 0.00 -0.20
0.13 0.03 0.02
-0.05 -0.01 -0.03
0.03 0.02 -0.02
0.01 -0.01 -0.02
-0.02 0.01 0.02
0.01 0.02 0.01
0.04 0.02 0.00
-0.03 0.01 -0.02
-0.01 -0.01 0.01
-0.04 0.02 0.01
-0.01 0.02 0.01
0.00 -0.01 -0.02
0.01 -0.02 0.02
0.18 0.02 0.22
-0.07 -0.07 -0.07
-0.04 -0.08 -0.17
-0.01 0.00 0.07
0.01 0.01 0.00
-0.03 0.00 0.02
0.10 -0.06 -0.05
-0.15 0.06 0.01
-0.09 0.08 -0.07
-0.01 -0.05 0.02
0.00 -0.03 0.02
0.04 -0.03 -0.02
0.12 0.05 -0.06
-0.01 0.03 -0.02
-0.01 0.00 -0.01
-0.01 -0.02 0.02
0.01 0.01 0.00
0.01 0.02 0.01
-0.02 0.00 0.01
-0.02 0.00 0.01
0.01 -0.02 -0.01
0.02 0.01 0.02
0.01 0.02 0.04

Values from the calculation:
ΔE to the lowest compared entry with this formula, charge and spin   39.1 kJ/mol
2S+1   2
HOMO-LUMO gap (spin up / spin down)   7.595 / 5.544 eV
E   -3074.74973 Ha
Net charge   +1
Highest occupied orbital energy (spin up / spin down)   -10.35 / -10.75 eV

Just the Mulliken charges please, in e? Sure, here they are:
1. Tl 0.508
2. O -0.477
3. C -0.815
4. C 0.367
5. C -0.989
6. C -0.454
7. N 0.062
8. C 0.856
9. C -0.469
10. C -0.016
11. C -0.677
12. C 0.055
13. C -0.748
14. O -0.509
15. C -1.064
16. C -0.743
17. N 0.687
18. H 0.300
19. H 0.375
20. H 0.335
21. H 0.487
22. H 0.424
23. H 0.522
24. H 0.711
25. H 0.323
26. H 0.373
27. H 0.325
28. H 0.523
29. H 0.546
30. C -1.220
31. C -0.215
32. O -0.272
33. P 0.977
34. S -0.381
35. S -0.438
36. O -0.388
37. C -0.427
38. C -1.006
39. H 0.386
40. H 0.282
41. H 0.302
42. H 0.377
43. H 0.313
44. H 0.422
45. H 0.350
46. H 0.148
47. H 0.425
48. H 0.282
49. Te 0.445
50. C 0.367
51. C -0.415
52. C -0.566
53. C -0.477
54. C -0.614
55. C -0.222
56. C 0.151
57. C -0.278
58. C -0.726
59. C -0.625
60. C -0.521
61. C -0.133
62. H 0.344
63. H 0.388
64. H 0.382
65. H 0.389
66. H 0.344
67. H 0.442
68. H 0.469
69. H 0.442
70. H 0.420
71. H 0.257

---

Entry 2:
# C27H33O2Pt

A molecular structure, C27H33O2Pt in a non-equilibrium geometry (wB97M-V/def2-TZVPD, the OMol25 dataset).

Positions of all 63 atoms, in Å:
O: 4.037 0.334 -0.823
C: 4.939 -0.429 0.042
C: 6.123 -0.440 -0.903
H: 4.555 -1.443 0.216
H: 5.094 0.105 0.995
C: 5.128 0.311 -1.809
H: 6.444 -1.414 -1.295
H: 6.951 0.186 -0.547
C: 4.712 -0.400 -3.073
H: 4.203 -1.346 -2.855
H: 5.597 -0.591 -3.695
H: 4.042 0.275 -3.617
C: 5.726 1.663 -2.118
H: 6.058 2.157 -1.198
H: 5.005 2.281 -2.653
H: 6.606 1.509 -2.762
Pt: -1.045 0.689 0.241
C: -2.484 3.779 1.348
C: -2.326 2.735 2.293
C: -1.083 2.044 2.029
H: -2.996 2.529 3.132
C: -0.478 2.691 0.825
C: -1.410 3.756 0.441
H: -1.208 4.489 -0.346
H: -3.272 4.538 1.375
H: -0.520 1.424 2.736
H: 0.588 2.668 0.608
C: -3.210 1.011 -1.956
C: -2.116 1.887 -2.106
C: -0.889 1.133 -1.953
H: -2.171 2.952 -2.382
C: -1.290 -0.279 -1.695
C: -2.746 -0.301 -1.679
H: -3.345 -1.188 -1.477
H: -4.254 1.282 -2.098
H: 0.133 1.417 -2.196
H: -0.658 -1.118 -1.962
O: 2.704 -2.406 -1.153
C: 1.773 -1.325 -1.141
C: 1.675 -0.692 0.266
H: 0.798 -1.764 -1.382
H: 2.050 -0.608 -1.930
C: 2.300 -1.770 1.178
H: 0.597 -0.510 0.548
H: 2.194 0.278 0.310
C: 2.746 -2.911 0.228
H: 1.575 -2.086 1.948
H: 3.204 -1.387 1.682
H: 2.072 -3.806 0.339
H: 3.778 -3.288 0.403
C: -2.448 -0.245 1.191
C: -3.529 -0.678 1.637
C: -4.791 -1.200 2.064
C: -5.326 -0.967 3.351
C: -6.644 -1.320 3.667
C: -7.466 -1.951 2.718
C: -6.957 -2.167 1.428
C: -5.641 -1.818 1.117
H: -4.693 -0.451 4.076
H: -7.058 -1.046 4.643
H: -8.490 -2.266 2.979
H: -7.615 -2.558 0.643
H: -5.247 -1.951 0.107

Cartesian forces, eV/Å:
1.97 -0.29 -0.12
-0.51 -0.57 1.28
-0.65 0.11 -0.03
0.12 0.58 0.04
-0.08 -0.29 -0.27
1.06 0.38 -0.89
-0.04 0.31 0.36
-0.11 -0.40 -0.36
-0.10 0.02 -0.07
0.14 0.18 -0.05
-0.27 0.04 0.11
-0.03 -0.27 -0.13
-0.28 0.28 -0.16
-0.16 0.04 -0.21
0.06 0.25 0.03
-0.28 0.08 0.19
-1.57 0.05 -1.04
0.40 -0.14 0.00
-0.19 0.81 -0.36
1.72 0.74 -1.40
0.29 0.03 -0.40
-0.31 -0.67 2.03
-0.33 0.29 0.70
-0.19 -0.36 0.30
0.25 -0.54 -0.17
-0.35 0.54 -0.16
-0.18 0.36 0.15
-0.13 -0.68 0.31
1.36 0.45 -0.25
-0.64 -0.80 0.23
-0.02 -0.77 0.28
-0.77 0.98 -1.01
0.83 0.13 -0.48
0.18 0.40 -0.17
0.27 0.00 0.20
-0.42 0.13 -0.22
-0.32 0.13 0.38
-0.06 0.44 1.98
-0.54 -0.15 -0.44
0.50 0.04 -0.46
0.19 -0.02 -0.01
-0.04 -0.28 0.35
0.36 0.08 0.27
0.40 -0.31 -0.03
-0.17 -0.54 0.03
-0.45 -0.96 -0.55
0.44 -0.15 -0.35
-0.69 0.00 -0.01
0.44 0.82 -0.30
-0.66 0.40 -0.04
-0.60 -0.99 0.91
-1.04 -0.62 0.61
0.11 0.39 -0.33
-0.21 0.21 0.44
0.32 0.15 -0.06
0.40 0.12 -0.01
0.21 0.02 -0.26
-0.40 0.01 -0.46
-0.31 -0.20 -0.12
0.29 -0.27 -0.32
0.63 0.33 -0.20
0.42 0.00 0.41
-0.29 -0.07 0.32

Values from the calculation:
ΔE to the lowest compared entry with this formula, charge and spin   0.0 kJ/mol
2S+1   5
HOMO-LUMO gap (spin up / spin down)   7.617 / 5.195 eV
E   -1317.81499 Ha
Net charge   +1
Highest occupied orbital energy (spin up / spin down)   -10.31 / -11.46 eV

Just the Mulliken charges please, in e? Sure, here they are:
1. O -0.381
2. C 0.258
3. C -0.991
4. H -0.377
5. H 0.282
6. C 1.621
7. H 0.304
8. H 0.335
9. C -1.680
10. H 0.279
11. H 0.455
12. H 0.357
13. C -1.714
14. H 0.402
15. H 0.381
16. H 0.390
17. Pt 0.905
18. C -0.424
19. C -0.678
20. C -0.696
21. H 0.471
22. C 0.021
23. C -0.985
24. H 0.542
25. H 0.481
26. H 0.589
27. H 0.710
28. C -0.215
29. C -0.879
30. C -0.451
31. H 0.464
32. C -0.434
33. C -0.937
34. H 0.520
35. H 0.475
36. H 0.685
37. H 0.826
38. O -0.483
39. C -0.033
40. C 1.646
41. H 0.098
42. H 0.116
43. C -0.764
44. H -1.097
45. H 0.250
46. C -0.835
47. H 0.484
48. H 0.153
49. H 0.286
50. H 0.381
51. C -2.828
52. C 2.537
53. C 0.365
54. C -0.409
55. C -0.501
56. C -0.318
57. C -0.568
58. C -0.242
59. H 0.430
60. H 0.370
61. H 0.389
62. H 0.374
63. H 0.294

---

What is the ΔE to the lowest compared entry with this formula, charge and spin in the second record? 0.0 kJ/mol

---

Among the records above, which one has the highest E? C27H33O2Pt